The following is a DFT calculation (ωB97M-V/def2-TZVPD) of C49H61BrN5O7PPtS2Te as an isolated structure at a distorted geometry.

Results
**HOMO (spin up / spin down)**: -5.4 / -7.2 eV
**⟨S²⟩**: 6.04
**2S+1**: 5

Structure (XYZ):
```
128
Properties=species:S:1:pos:R:3:forces:R:3:mulliken_spin:R:1
Pt -0.0321 0.5753 -0.7019 -1.6 0.1 0.3 1.15
O 2.5252 1.5983 -1.9416 -0.2 1.1 0.3 -0.02
S 1.9510 2.9145 -1.6613 0.0 0.2 -0.5 0.06
O 1.9876 3.8326 -2.7703 0.0 0.1 0.3 0.00
N 0.4454 2.6302 -1.1456 1.3 -1.5 -0.3 0.08
C -0.4255 3.6217 -0.8167 -0.3 1.1 0.1 -0.04
C -0.2270 4.9680 -1.1067 0.1 -0.7 0.0 0.00
C -1.1760 5.9251 -0.7585 -0.6 0.1 0.4 0.00
C -2.3311 5.5822 -0.0979 0.3 0.4 -0.2 0.00
C -2.5784 4.2407 0.2260 0.2 -0.4 -0.1 0.00
C -3.7360 3.8193 0.9147 0.1 -0.4 0.0 -0.01
C -3.9182 2.4854 1.1757 -0.1 0.5 0.0 0.03
C -2.9488 1.5763 0.7407 0.4 -0.1 -0.5 0.03
N -1.8434 1.9439 0.1235 0.0 -0.4 0.1 0.15
C -1.6306 3.2451 -0.1441 -0.1 0.6 0.1 0.01
C 2.9076 3.6230 -0.3144 -0.3 -0.3 -0.4 0.01
C 3.2521 2.8127 0.7476 0.1 -0.1 0.0 -0.01
C 4.0111 3.3345 1.7809 0.0 -0.1 -0.1 0.00
C 4.4173 4.6561 1.7436 0.0 0.0 0.0 0.00
C 4.0918 5.4542 0.6590 0.0 0.0 -0.1 0.00
C 3.3391 4.9340 -0.3801 -0.1 0.2 -0.2 0.00
H 0.6598 5.2556 -1.6471 0.0 0.1 0.0 0.00
H -0.9881 6.9609 -1.0052 0.0 0.0 0.0 0.00
H -3.0565 6.3285 0.1867 -0.1 0.1 0.0 0.00
H -4.4656 4.5567 1.2188 -0.1 0.0 0.0 0.00
H -4.7904 2.1220 1.6977 -0.1 0.0 0.0 0.00
H -3.1007 0.5142 0.8749 0.0 -0.2 0.0 -0.01
H 2.9489 1.7826 0.7516 0.0 -0.1 0.1 0.00
H 4.2871 2.6952 2.6055 0.0 -0.1 0.1 0.00
H 4.9997 5.0648 2.5547 0.1 0.1 0.1 0.00
H 4.4328 6.4764 0.6199 0.0 0.1 0.0 0.00
H 3.1001 5.5229 -1.2499 0.0 0.1 -0.1 0.00
C -0.0825 -1.9508 3.1528 -0.1 -0.1 -0.1 0.00
C -1.2178 -2.0847 2.1927 0.3 0.5 -0.2 0.29
C -2.4120 -2.6667 2.4686 0.0 0.0 -0.2 0.00
C -3.4300 -2.7668 1.4962 0.0 -0.1 0.3 0.24
C -4.6996 -3.4867 1.8316 0.0 0.0 -0.1 -0.05
C -3.2902 -2.1468 0.2616 -0.1 0.1 -0.2 0.01
C -2.1170 -1.4789 -0.1100 0.1 -0.3 0.6 0.16
C -0.9167 -1.7288 0.7828 -0.7 0.5 -0.1 0.25
N -1.8487 -0.6612 -1.1215 0.9 0.8 0.0 0.40
C -2.4893 -0.4745 -2.4077 0.0 0.1 -0.2 -0.09
C -2.7094 1.0309 -2.6414 0.0 -0.1 -0.2 0.05
C -3.2085 1.2947 -4.0592 -0.1 0.2 0.0 0.00
C -4.5407 0.5757 -4.2678 0.1 0.0 0.0 0.00
C -4.3337 -0.9228 -4.0530 -0.2 -0.1 -0.1 0.00
C -3.3200 -1.4412 -5.0717 0.0 0.0 0.0 0.00
C -1.9882 -0.7179 -4.8670 0.1 -0.1 -0.2 0.01
C -2.1824 0.7838 -5.0682 0.0 -0.1 0.0 0.00
C -1.4810 -0.9842 -3.4557 -0.2 0.2 -0.1 0.03
C -3.8317 -1.1857 -2.6283 0.1 0.0 -0.1 0.01
H -0.4087 -2.0979 4.1785 0.0 -0.1 0.1 0.00
H 0.3783 -0.9677 3.0607 0.1 0.1 0.0 0.00
H 0.6910 -2.6868 2.9222 0.2 -0.1 0.1 0.02
H -2.6017 -3.0607 3.4574 0.0 -0.1 0.2 0.01
H -4.7146 -3.7701 2.8810 -0.1 0.0 0.1 0.00
H -4.7928 -4.3970 1.2384 -0.1 -0.1 0.0 0.02
H -5.5717 -2.8677 1.6233 -0.1 0.0 0.0 0.01
H -4.1570 -2.1351 -0.3734 -0.1 0.0 -0.2 -0.02
H -0.2054 -0.8638 0.6996 -0.1 -0.7 0.5 -0.08
H -1.7578 1.5479 -2.4767 -0.1 0.0 -0.1 -0.01
H -3.4358 1.4067 -1.9154 0.0 0.0 0.0 0.01
H -3.3466 2.3741 -4.1898 0.0 -0.1 0.0 0.00
H -4.9139 0.7624 -5.2775 0.0 0.0 0.0 0.00
H -5.2858 0.9561 -3.5657 -0.1 0.0 0.1 0.00
H -5.2888 -1.4475 -4.1885 0.1 0.1 0.0 0.00
H -3.6874 -1.2664 -6.0857 0.0 0.0 -0.1 0.00
H -3.1875 -2.5188 -4.9517 0.0 -0.1 0.0 0.00
H -1.2508 -1.0946 -5.5832 0.0 0.0 0.0 0.00
H -2.5279 0.9798 -6.0864 0.0 0.1 0.0 0.00
H -1.2333 1.3037 -4.9240 0.1 0.1 0.0 0.00
H -0.5266 -0.4728 -3.2828 -0.1 -0.1 -0.1 -0.01
H -1.3199 -2.0545 -3.3051 0.1 0.0 0.1 0.02
H -3.7154 -2.2616 -2.4847 0.0 0.0 0.1 0.00
H -4.5745 -0.8087 -1.9207 0.0 -0.1 0.1 0.01
C -2.4399 -0.1432 5.1285 -0.1 0.3 -0.1 -0.01
C -2.4302 1.2379 4.4757 0.0 -0.3 0.3 0.00
N -1.4770 1.3159 3.3962 0.0 0.1 0.0 0.01
C -0.1702 1.6179 3.4753 -0.1 0.2 -0.1 0.01
S 0.7186 1.7939 2.0738 0.2 0.0 0.2 0.03
N 0.3794 1.8149 4.6929 -0.5 -0.2 0.1 0.00
C 1.7915 2.0549 4.8824 0.4 0.0 0.1 0.00
C 2.6035 0.7643 4.9894 -0.2 0.3 0.0 0.00
H -3.1958 -0.1904 5.9081 -0.1 0.0 0.1 0.00
H -1.4690 -0.3641 5.5667 0.1 -0.1 0.1 0.00
H -2.6521 -0.8963 4.3743 0.0 -0.1 0.0 0.01
H -2.2087 2.0123 5.2177 -0.1 0.1 -0.1 0.00
H -3.4139 1.4486 4.0512 0.0 0.1 0.1 0.00
H -1.8145 1.1616 2.4562 0.2 0.0 0.3 -0.01
H -0.1351 1.4958 5.4984 0.0 0.0 0.0 0.00
H 1.9102 2.6574 5.7883 0.0 0.0 -0.1 0.00
H 2.1332 2.6286 4.0178 0.0 0.1 0.2 0.00
H 2.2272 0.1321 5.7924 0.0 -0.1 0.1 0.00
H 3.6439 1.0037 5.1964 0.1 0.0 0.0 0.00
H 2.5447 0.2170 4.0514 0.0 -0.1 -0.1 0.00
C 6.3104 -0.5663 -1.7890 -0.2 0.2 0.1 0.00
C 5.8761 0.1881 -0.5448 0.8 0.0 0.0 0.00
O 4.4866 0.4057 -0.3745 -0.9 -0.3 -0.5 0.00
P 3.2161 -0.4723 -0.8358 1.8 -1.2 0.9 -0.08
O 2.1343 -0.1165 0.1112 -0.7 0.3 0.0 0.10
Te 2.9014 -0.6152 -3.2041 0.3 -0.1 -0.7 1.04
O 3.6929 -2.0110 -0.5248 -0.3 0.8 -1.0 -0.02
C 3.8303 -2.3616 0.8395 0.1 -0.3 0.9 0.01
C 3.9449 -3.8694 0.9645 0.0 0.4 -0.2 0.00
H 7.3949 -0.6771 -1.7709 0.0 0.0 0.1 0.00
H 6.0354 -0.0249 -2.6912 0.0 0.0 0.0 0.00
H 5.8483 -1.5504 -1.8172 0.1 -0.1 -0.1 0.01
H 6.3172 1.1928 -0.5408 0.0 -0.2 0.0 0.00
H 6.2398 -0.3439 0.3449 -0.1 0.1 -0.1 0.00
H 2.9627 -1.9857 1.3938 0.1 -0.1 0.0 0.00
H 4.7270 -1.8790 1.2457 -0.1 0.0 0.0 0.00
H 4.7878 -4.2332 0.3824 0.1 -0.1 0.0 0.00
H 3.0420 -4.3374 0.5871 -0.1 -0.2 0.0 0.00
H 4.0835 -4.1381 2.0083 0.0 -0.1 0.1 0.00
Br 3.9660 -5.5189 -3.8253 -0.1 0.0 0.1 0.00
C 2.6337 -5.4398 -2.4687 0.1 -0.3 -0.2 0.01
C 2.3216 -6.5874 -1.7517 0.0 0.2 0.0 0.00
C 1.3335 -6.5221 -0.7771 0.2 -0.2 -0.1 0.00
C 0.6961 -5.3287 -0.5017 0.0 0.4 -0.2 0.00
C 1.0363 -4.1753 -1.2163 0.4 -0.8 -0.1 0.03
C 1.9968 -4.2439 -2.2256 -0.3 0.2 0.2 -0.07
C 0.4829 -2.8533 -0.8620 -0.1 0.7 -0.2 0.02
O -0.2164 -2.9109 0.2556 0.4 -0.4 -0.2 0.04
O 0.6891 -1.8474 -1.5233 -0.2 -0.9 0.5 0.11
H 2.8433 -7.5124 -1.9453 0.0 0.0 -0.1 0.00
H 1.0792 -7.4170 -0.2274 0.0 0.0 0.0 0.00
H -0.0576 -5.2667 0.2667 0.0 0.0 0.1 0.00
H 2.2408 -3.3471 -2.7791 0.0 -0.1 0.0 0.05
```
Positions in Å, forces in eV/Å.

***

The following is a DFT calculation (ωB97M-V/def2-TZVPD) of C49H61FGeN3OSSbTc as an isolated structure at a distorted geometry.

Results
**HOMO**: -15.2 eV
**Total charge**: +3

Structure (XYZ):
```
119
Properties=species:S:1:pos:R:3:forces:R:3:mulliken_charge:R:1
Tc 0.8464 -0.2578 0.0712 -0.1 -0.5 -0.8 -0.22
N 3.8380 -1.3202 -0.6013 0.1 -0.1 -0.2 0.07
C 3.0904 -2.3053 0.0409 0.1 0.0 0.1 0.42
C 3.6786 -3.5674 0.1690 0.0 0.0 0.0 -1.05
C 3.0252 -4.5426 0.8755 -0.1 -0.1 0.1 -0.83
C 1.7900 -4.2461 1.4571 0.1 0.0 0.0 -1.36
C 1.2607 -3.0061 1.2464 0.0 0.1 0.0 -0.27
N 1.8715 -2.0417 0.5108 0.0 -0.1 -0.1 0.83
C 3.8437 0.0536 -0.4235 0.0 0.0 0.1 0.60
C 5.0579 0.7261 -0.6145 0.0 0.0 0.0 -1.23
C 5.1036 2.0871 -0.4667 0.0 0.1 0.0 -0.83
C 3.9351 2.7754 -0.1255 0.0 0.0 0.0 -1.13
C 2.7871 2.0540 0.0385 0.0 -0.1 0.0 -1.54
N 2.7204 0.7058 -0.1097 0.1 0.1 -0.2 1.24
H 4.7341 -1.6694 -0.9155 -0.1 0.0 0.0 0.29
H 4.6553 -3.7489 -0.2581 0.0 0.0 0.0 0.51
H 3.4785 -5.5155 1.0037 0.0 0.0 0.0 0.50
H 1.2585 -4.9662 2.0610 0.0 0.0 0.0 0.59
H 0.3209 -2.7120 1.6913 -0.1 0.0 0.0 0.35
H 5.9515 0.1623 -0.8441 0.0 0.0 0.0 0.52
H 6.0387 2.6150 -0.5936 0.0 0.0 0.0 0.50
H 3.9280 3.8460 0.0145 0.0 0.0 0.0 0.63
H 1.8578 2.5231 0.3278 0.0 0.0 -0.1 0.91
F -0.1195 1.5193 -0.9936 0.2 -0.1 -0.2 0.62
C 1.3180 4.1416 -2.8567 0.0 0.1 0.0 -1.34
C -0.1340 4.3141 -2.4330 -0.2 0.0 -0.1 1.30
C -0.8897 5.2007 -3.4295 0.0 0.0 0.0 -1.51
C -0.2455 4.8437 -1.0059 0.1 0.1 0.0 -1.61
Sb -1.1019 2.3800 -2.4837 0.0 0.1 0.5 1.19
C -0.4628 1.1337 -4.1547 -0.3 0.1 0.2 1.59
C -1.4610 -0.0111 -4.2629 0.1 -0.1 -0.2 -1.89
C -0.5018 2.0380 -5.3850 0.0 -0.1 -0.1 -1.64
C 0.9389 0.6226 -3.8541 0.0 -0.1 0.0 -1.72
C -3.0892 2.2917 -1.4679 0.5 0.1 -0.6 1.69
C -2.7783 2.3484 0.0172 -0.3 0.0 0.1 -1.79
C -3.8621 3.5065 -1.9637 -0.2 -0.1 0.1 -1.66
C -3.7189 0.9735 -1.8825 -0.2 0.0 0.2 -1.90
H 1.8053 5.1179 -2.7797 0.0 0.0 0.0 0.62
H 1.4155 3.8220 -3.8927 0.0 0.0 0.0 0.29
H 1.8625 3.4523 -2.2169 0.1 -0.1 0.1 -0.02
H -0.4324 6.1931 -3.4285 0.0 0.0 0.0 0.49
H -1.9384 5.3348 -3.1648 0.0 0.0 0.0 0.33
H -0.8315 4.8250 -4.4516 0.0 0.0 0.0 0.35
H 0.3501 5.7582 -0.9389 0.0 0.0 0.0 0.59
H 0.1422 4.1474 -0.2614 0.0 0.0 0.0 0.22
H -1.2680 5.1119 -0.7438 -0.1 0.0 0.0 0.31
H -2.4609 0.3388 -4.5195 0.0 0.0 0.0 0.29
H -1.5077 -0.5886 -3.3412 0.0 -0.1 0.0 0.31
H -1.1337 -0.6757 -5.0679 0.0 0.0 0.0 0.62
H -1.5089 2.3952 -5.6084 0.0 0.0 0.0 0.40
H -0.1744 1.4512 -6.2479 0.0 0.0 0.0 0.47
H 0.1685 2.8927 -5.3055 0.0 0.0 0.0 0.38
H 0.9807 0.0247 -2.9409 -0.1 0.0 0.0 0.16
H 1.6859 1.4105 -3.7891 0.0 0.1 0.0 0.33
H 1.2210 -0.0397 -4.6777 0.1 0.0 0.0 0.60
H -2.3607 3.3024 0.3284 0.1 0.1 0.0 0.30
H -2.1246 1.5445 0.3456 0.0 0.0 0.0 0.01
H -3.7372 2.2306 0.5336 0.0 0.0 0.0 0.63
H -3.3551 4.4457 -1.7482 0.0 0.0 0.0 0.41
H -4.8171 3.5351 -1.4307 0.0 0.0 0.0 0.48
H -4.0920 3.4505 -3.0280 0.0 0.0 0.0 0.40
H -3.1087 0.1279 -1.5650 0.0 0.0 0.0 0.37
H -3.9041 0.9171 -2.9545 0.0 0.0 0.0 0.30
H -4.6892 0.8950 -1.3810 0.0 0.0 0.0 0.59
C -5.7492 -2.4264 3.6431 0.0 0.0 -0.1 -1.63
C -4.6039 -2.4925 2.6745 -0.1 0.0 0.0 0.61
C -3.9633 -1.3274 2.2577 0.0 0.0 0.0 -0.76
C -2.9498 -1.3632 1.3143 -0.1 -0.1 0.1 0.54
C -2.5654 -2.5912 0.7968 -0.1 0.1 0.0 0.48
C -3.1451 -3.7779 1.2315 0.0 0.1 0.0 -1.31
C -4.1678 -3.7143 2.1618 0.0 0.0 0.0 -0.98
S -1.3848 -2.6829 -0.5129 0.5 0.0 0.1 0.57
C -2.4693 -2.9561 -1.8889 -0.2 0.1 -0.1 -1.03
O -0.8727 -1.2316 -0.7319 -0.2 0.0 -0.1 -0.54
H -6.6509 -2.0825 3.1339 0.0 0.0 0.0 0.40
H -5.5388 -1.7243 4.4480 0.0 0.0 0.0 0.33
H -5.9653 -3.4003 4.0767 0.0 0.0 0.0 0.39
H -4.2639 -0.3778 2.6821 0.0 0.0 0.0 0.47
H -2.4526 -0.4596 0.9935 0.0 0.0 0.0 0.25
H -2.8181 -4.7369 0.8488 0.0 0.0 0.0 0.56
H -4.6376 -4.6298 2.4957 0.0 0.0 0.0 0.45
H -3.2497 -2.1975 -1.8937 0.0 0.0 0.0 0.32
H -2.9061 -3.9447 -1.7489 0.0 0.0 0.0 0.50
H -1.8761 -2.9484 -2.8001 0.0 0.0 0.0 0.46
C 0.5580 0.0375 1.6429 -0.2 0.5 1.3 0.71
Ge 0.6122 0.0759 3.6812 0.2 -0.2 -0.1 2.69
C -0.9941 -0.7003 4.3880 -0.2 -0.1 0.1 0.15
C -1.9727 0.0630 5.0265 -0.1 -0.1 -0.1 -0.36
C -3.0352 -0.5529 5.6764 0.0 0.1 0.0 -1.12
C -3.1323 -1.9349 5.6913 0.0 0.0 0.0 -0.58
C -2.1810 -2.7071 5.0377 0.0 0.0 0.0 -1.29
C -1.1201 -2.0927 4.3920 0.0 0.0 0.1 0.19
C 1.0341 1.8881 4.1574 0.0 0.2 0.0 0.37
C 0.6038 2.4695 5.3501 0.0 0.0 -0.1 -0.77
C 1.0481 3.7344 5.7138 0.0 0.0 0.0 -0.77
C 1.9280 4.4274 4.8977 0.0 0.0 0.0 -0.62
C 2.3800 3.8512 3.7183 0.0 0.0 0.0 -0.72
C 1.9363 2.5893 3.3564 0.0 0.0 0.0 -0.40
C 2.1210 -1.1091 3.9877 0.1 -0.1 0.0 0.54
C 3.2963 -0.9878 3.2427 -0.1 0.0 0.0 -0.72
C 4.4108 -1.7570 3.5377 0.0 0.0 0.0 -0.53
C 4.3677 -2.6592 4.5936 0.0 0.0 0.0 -0.72
C 3.2146 -2.7788 5.3528 0.0 0.0 0.0 -0.76
C 2.0974 -2.0079 5.0540 0.0 0.0 -0.1 -0.45
H -1.9186 1.1427 5.0200 0.0 0.1 0.0 0.59
H -3.7746 0.0482 6.1888 0.0 0.0 0.0 0.43
H -3.9447 -2.4135 6.2217 0.0 0.0 0.0 0.56
H -2.2541 -3.7863 5.0569 0.0 0.0 0.0 0.47
H -0.3542 -2.7106 3.9401 0.0 0.0 -0.1 0.60
H -0.0561 1.9381 6.0206 -0.1 0.0 0.0 0.49
H 0.7145 4.1733 6.6438 0.0 0.0 0.0 0.45
H 2.2769 5.4080 5.1899 0.0 0.0 0.0 0.42
H 3.0899 4.3815 3.0969 0.0 0.0 0.0 0.48
H 2.3224 2.1292 2.4553 0.0 0.0 0.0 0.32
H 3.3492 -0.2651 2.4352 0.0 0.0 0.0 0.29
H 5.3225 -1.6420 2.9651 0.0 0.0 0.0 0.51
H 5.2389 -3.2521 4.8359 0.0 0.0 0.0 0.45
H 3.1865 -3.4654 6.1878 0.0 0.0 0.0 0.46
H 1.2079 -2.1143 5.6621 0.0 0.0 0.0 0.49
```
Positions in Å, forces in eV/Å.

***

Respective calculated total energy values: -6803.32583 -5038.43329 Eh.
Respective molar mass values: 1329.74 1051.48 g/mol.